[1]
The following is a quantum chemistry calculation of 2 unconnected molecules or ions with the total composition C3H10N2S in a non-equilibrium geometry, from the OMol25 dataset.

Structure (XYZ):
```
16
C3H10N2S, DFT ωB97M-V/def2-TZVPD
C -0.96 0.63 0.39
C -1.09 0.03 1.75
S 0.03 0.38 2.98
N 0.25 0.36 -0.48
C 0.82 -0.91 -0.10
N 1.93 -1.32 -0.94
H -1.81 0.28 -0.20
H -0.94 1.72 0.41
H -1.13 1.28 -2.61
H -1.85 -0.67 2.05
H 0.75 1.22 2.24
H -1.07 1.39 -3.35
H 1.10 -0.16 0.70
H 0.05 -1.65 0.20
H 2.29 -0.54 -1.48
H 1.62 -2.06 -1.56
```

Kohn-Sham gap ... 5.25 eV
HOMO energy ... -6.399 eV
Multiplicity ... 1
ΔE to the lowest compared entry with this formula, charge and spin ... 158.5 kcal per mole
E ... -17081.72895 eV

[2]
The following is a quantum chemistry calculation of 2 unconnected molecules or ions with the total composition C3H10N2S, from the OMol25 dataset.

Structure (XYZ):
```
16
C3H10N2S, DFT ωB97M-V/def2-TZVPD
C -0.67 -2.12 -0.48
N 0.20 -0.98 -0.62
C -0.02 -0.17 -1.57
N 0.78 0.94 -1.77
H -0.51 -2.84 -1.29
H -1.74 -1.84 -0.47
H -0.45 -2.63 0.45
H -0.85 -0.28 -2.26
H 1.12 1.39 -0.94
H 0.44 1.59 -2.46
C 0.04 1.52 2.10
S 1.46 0.41 1.99
H 0.34 2.40 2.66
H -0.33 1.90 1.13
H -0.81 1.05 2.60
H 0.99 -0.34 0.94
```

Kohn-Sham gap ... 9.35 eV
HOMO energy ... -8.465 eV
Multiplicity ... 1
ΔE to the lowest compared entry with this formula, charge and spin ... 11.9 kcal per mole
SMILES ... C/N=C/N.CS
E ... -17088.08744 eV

[3]
The following is a quantum chemistry calculation of C3H10N2S in the gas phase in a non-equilibrium geometry, from the OMol25 dataset.

Structure (XYZ):
```
16
C3H10N2S, DFT ωB97M-V/def2-TZVPD
N 0.37 -3.09 -0.97
C 0.06 -1.82 -0.51
N 0.57 -0.69 -1.41
C 0.60 0.63 -0.74
C -0.44 0.69 0.45
S -0.57 2.22 1.56
H 0.16 -3.71 -0.32
H 1.22 -3.37 -1.42
H -0.95 -1.85 -0.46
H 0.51 -1.55 0.48
H 1.46 -0.99 -1.94
H 1.61 0.94 -0.50
H 0.23 1.44 -1.39
H -1.32 0.29 0.00
H 0.02 0.05 1.11
H -1.63 2.80 0.98
```

Kohn-Sham gap ... 9.26 eV
HOMO energy ... -8.335 eV
Multiplicity ... 1
ΔE to the lowest compared entry with this formula, charge and spin ... 52.9 kcal per mole
SMILES ... NCNCCS
E ... -17086.31191 eV